One molecule with the formula C5H15NSi in a non-equilibrium geometry, computed with ωB97M-V/def2-TZVPD.

As for the calculated total energy: -14794.013 eV. As for the SMILES: CN([SiH3])C(C)(C)C. The calculation puts the LUMO energy at 0.8 eV. The HOMO energy comes out at -8.355 eV. The orbital gap comes out at 9.186 eV. As for the energy above the lowest of the compared OMol25 structures with the same formula, charge and spin: 53.7 kcal/mol.

```
! wB97M-V def2-TZVPD RIJCOSX def2/J DEFGRID3
* xyz 0 1
C -0.7974 -1.8583 -0.1602
N -0.8028 -0.3811 -0.1015
Si -2.3425 0.4686 0.1814
C 0.5206 0.1605 -0.1491
C 1.2810 0.3079 -1.4662
C 0.4420 1.6107 0.4160
C 1.4498 -0.5153 0.8989
H -1.6507 -2.3467 -0.6522
H 0.1372 -2.2120 -0.5637
H -0.5720 -2.2575 0.8369
H -2.6644 0.8808 -1.1957
H -2.9922 -0.5121 0.9776
H -2.5878 1.5634 1.2790
H 2.3842 0.5663 -1.3720
H 1.2937 -0.6452 -2.1080
H 0.7634 1.1375 -2.0311
H 0.1069 1.7036 1.5345
H -0.3452 2.2711 -0.2006
H 1.5072 2.0668 0.3456
H 0.8110 -0.5118 1.8993
H 1.7275 -1.4741 0.5581
H 2.3303 -0.0231 1.0728
*
```